(a)
This record from the OMol25 dataset describes a 2-piece molecular cluster, C8H12N3 overall. The level of theory is the ωB97M-V functional and the def2-TZVPD basis.

The value obtained for the HOMO-LUMO gap is 0.2778 Eh. The calculation puts the HOMO energy at -11.8 eV. The LUMO energy is -0.155 hartree.

```
! RIJCOSX wB97M-V def2-TZVPD def2/J DEFGRID3
* xyz 1 1
C 0.894 0.303 1.074
H -2.690 -0.730 -1.762
C -1.336 -0.292 -0.208
H 2.873 1.650 -2.295
C 2.147 0.778 -0.767
C -1.697 -0.407 -1.516
C -0.848 -0.014 -2.668
H 2.742 1.262 1.293
N 3.182 1.092 -1.572
N 0.928 0.535 -1.207
H -1.879 -1.430 3.213
C 2.290 0.447 0.650
H -1.249 -0.237 -3.682
H 2.844 -0.402 0.900
N -2.615 -1.050 2.490
H -3.064 -1.906 2.166
C 0.424 0.402 -2.511
H -3.312 -0.562 3.051
C 0.027 0.170 0.048
H 4.064 1.523 -1.288
H 1.067 0.673 -3.339
H 0.400 0.230 2.011
H -2.003 -0.523 0.581
*
```


(b)
This record from the OMol25 dataset describes an isolated ion of composition C8H12N3 and charge +1. The level of theory is the ωB97M-V functional and the def2-TZVPD basis.

The value obtained for the HOMO-LUMO gap (alpha / beta) is 0.2728 / 0.3083 Eh. The calculation puts the HOMO energy (alpha / beta) at -11.6 / -13.2 eV. The LUMO energy (alpha / beta) is -0.153 / -0.175 hartree.

```
! RIJCOSX wB97M-V def2-TZVPD def2/J DEFGRID3
* xyz 1 1
H 4.039 1.266 0.728
H -1.515 -2.557 -1.061
H 1.507 1.182 1.363
H -2.235 -0.247 1.689
C 2.159 -0.412 -1.334
C -2.322 -0.041 0.572
N -1.113 2.083 0.861
C 1.303 -0.122 -0.241
H -2.053 1.471 -0.829
N -1.108 -0.864 0.233
H -0.850 3.002 0.289
N 2.020 0.619 0.688
H 4.302 0.121 -1.538
C 3.468 0.140 -1.021
H -3.153 1.813 0.495
C -1.485 -2.225 -0.003
H -0.677 -2.848 0.400
H 2.185 -0.995 -2.247
C -2.173 1.361 0.215
H -3.133 -0.625 0.085
H -2.491 -2.457 0.459
C 3.332 0.720 0.227
C -0.006 -0.386 -0.029
*
```


Of them, (b) has the lowest stability.